Here is a 8-piece molecular cluster, C12H47B2NO5 overall in a non-equilibrium geometry from OMol25. Energies are from wB97M-V/def2-TZVPD.

frontier orbital gap = 6.741 eV
E_LUMO = -1.22 eV
highest occupied orbital energy = -7.96 eV
ΔE to the lowest compared entry with this formula, charge and spin = 133.5 kcal per mole
total charge = 0
strongest force on any atom = 4.82 eV/Å

Atoms and positions in Å:
O  7.675  0.586  -1.211
H  7.024  0.319  -1.864
H  7.866  1.525  -1.269
H  7.415  0.339  -0.320
N  1.203  0.043  -0.276
H  1.871  0.065  0.482
H  0.635  -0.784  -0.157
H  1.680  -0.119  -1.151
H  0.602  0.853  -0.225
B  4.310  -0.524  -3.693
H  5.217  -0.637  -4.268
H  4.409  0.458  -3.257
H  3.442  -0.644  -4.323
H  4.284  -1.278  -2.922
B  5.405  0.053  2.738
H  5.087  -0.066  3.762
H  4.842  0.878  2.328
H  6.475  0.144  2.639
H  5.114  -0.851  2.226
C  -2.614  -0.895  -5.973
C  -3.714  -0.374  -6.840
C  -3.619  -0.964  -8.266
O  -4.928  -0.694  -6.206
H  -1.626  -0.671  -6.375
H  -2.770  -1.940  -5.704
H  -2.636  -0.435  -4.986
H  -3.673  0.716  -6.842
H  -4.372  -0.684  -9.003
H  -3.506  -2.047  -8.302
H  -2.727  -0.566  -8.750
H  -5.557  0.001  -6.412
C  -1.581  -6.479  1.109
C  -1.316  -5.202  1.908
C  0.117  -5.266  2.511
O  -1.410  -4.105  1.019
H  -0.785  -6.615  0.377
H  -2.493  -6.591  0.522
H  -1.655  -7.382  1.716
H  -2.050  -5.127  2.711
H  0.923  -5.099  1.797
H  0.308  -6.262  2.911
H  0.282  -4.558  3.324
H  -2.254  -4.234  0.579
C  -4.459  3.254  -0.129
C  -3.822  4.004  -1.340
C  -3.851  5.546  -1.175
O  -2.460  3.689  -1.393
H  -4.020  3.499  0.839
H  -4.506  2.173  -0.259
H  -5.500  3.569  -0.059
H  -4.371  3.748  -2.246
H  -3.492  6.115  -2.033
H  -3.286  5.903  -0.313
H  -4.861  5.912  -0.996
H  -2.149  4.045  -2.229
C  0.120  2.681  7.035
C  1.477  2.031  6.680
C  2.277  1.640  7.959
O  1.219  0.832  5.975
H  0.039  3.543  7.697
H  -0.637  1.946  7.311
H  -0.241  3.014  6.062
H  2.096  2.729  6.118
H  1.653  1.089  8.662
H  2.666  2.547  8.422
H  3.134  0.999  7.754
H  2.073  0.607  5.597

Force components x, y, z for each atom (eV/Å):
O 0.908 -0.120 -0.178
H -1.215 -0.518 -0.995
H 0.070 0.756 -0.031
H -0.575 -0.414 1.336
N -0.219 -0.790 0.330
H 0.673 0.078 0.456
H -0.456 -0.468 0.336
H 0.567 0.566 -0.807
H -0.060 0.487 -0.404
B 0.031 -0.086 0.246
H 3.644 -0.734 -2.461
H 0.002 4.365 2.035
H -3.405 -0.168 -2.479
H -0.070 -3.102 3.317
B -0.171 -0.035 -0.259
H -0.951 -0.392 4.179
H -2.142 3.635 -1.898
H 4.492 0.697 -0.376
H -1.275 -3.773 -2.257
C 0.456 0.081 1.074
C -0.100 -0.157 -0.879
C 0.624 0.550 -0.357
O -0.879 -0.314 0.375
H -0.020 -0.428 -0.171
H 0.235 -0.264 -0.648
H -0.160 0.453 -0.005
H 0.391 0.190 -0.487
H -0.608 0.086 0.539
H -0.181 -0.032 0.391
H 0.401 -0.002 0.195
H -0.153 -0.161 -0.021
C 0.170 -0.874 -0.211
C 0.942 -1.147 -0.164
C -0.413 0.001 0.074
O -0.042 0.494 0.109
H 0.213 -0.064 0.098
H -0.408 0.939 0.037
H 0.482 0.076 0.395
H -0.042 0.212 0.172
H -0.335 0.107 -0.415
H -0.208 -0.034 0.129
H -0.241 0.090 -0.019
H -0.083 0.280 -0.236
C -0.391 0.670 -0.764
C -0.488 1.310 1.764
C -1.122 0.116 0.431
O 0.807 -1.122 -0.551
H 0.375 0.029 -0.203
H 0.380 0.020 -0.130
H -0.117 0.089 -0.033
H 0.093 -0.287 -0.167
H 0.166 -0.376 -0.271
H 0.241 -0.430 0.067
H -0.257 -0.069 -0.105
H 0.364 0.001 -0.033
C -0.245 -0.299 -1.620
C 0.141 -0.264 2.723
C -0.190 0.499 -0.346
O -0.190 0.406 -0.636
H 0.695 -0.208 0.159
H 0.341 -0.269 0.410
H -0.269 0.334 -0.097
H -0.104 0.026 -0.340
H -0.157 0.147 0.002
H -0.061 0.010 0.262
H 0.033 0.044 -0.343
H 0.067 -0.448 -0.242


Here is a 12-piece molecular cluster, C12H48N24O12 overall in a non-equilibrium geometry from OMol25. Energies are from wB97M-V/def2-TZVPD.

frontier orbital gap = 8.561 eV
E_LUMO = -0.15 eV
highest occupied orbital energy = -8.71 eV
ΔE to the lowest compared entry with this formula, charge and spin = 19.3 kcal per mole
total charge = 0
strongest force on any atom = 2.06 eV/Å

Atoms and positions in Å:
C  2.832  6.946  -11.426
O  3.001  6.247  -10.439
N  2.177  8.139  -11.329
N  3.494  6.726  -12.601
H  1.787  8.331  -10.426
H  2.202  8.825  -12.062
H  4.038  5.882  -12.594
H  3.114  7.088  -13.456
C  -3.894  9.603  -12.625
O  -2.994  9.475  -13.446
N  -3.637  10.024  -11.357
N  -5.214  9.304  -12.843
H  -4.325  9.999  -10.629
H  -2.698  10.335  -11.171
H  -5.559  9.387  -13.783
H  -5.775  9.695  -12.103
C  1.832  11.746  -16.841
O  1.054  12.545  -17.341
N  1.703  11.263  -15.572
N  2.855  11.200  -17.554
H  1.030  11.768  -15.008
H  2.534  10.981  -15.080
H  3.013  11.562  -18.475
H  3.473  10.515  -17.164
C  -0.872  6.200  -11.731
O  -0.135  5.566  -11.007
N  -1.459  7.404  -11.442
N  -1.173  5.806  -13.037
H  -2.004  7.973  -12.072
H  -1.223  7.878  -10.589
H  -0.689  4.991  -13.366
H  -1.279  6.621  -13.624
C  -4.409  8.291  -7.655
O  -4.591  9.138  -6.790
N  -3.398  8.416  -8.576
N  -5.107  7.135  -7.770
H  -3.198  7.659  -9.206
H  -2.752  9.182  -8.458
H  -4.588  6.411  -8.233
H  -5.795  6.939  -7.066
C  1.150  14.782  -9.492
O  0.682  15.924  -9.505
N  1.390  14.092  -10.630
N  1.430  14.157  -8.319
H  1.542  14.522  -11.523
H  1.785  13.177  -10.476
H  1.062  14.600  -7.499
H  1.883  13.263  -8.269
C  0.052  11.042  -11.560
O  0.932  10.747  -12.382
N  -0.847  12.015  -11.816
N  -0.168  10.310  -10.433
H  -1.575  12.207  -11.149
H  -0.800  12.417  -12.752
H  -0.692  10.667  -9.641
H  0.366  9.477  -10.280
C  1.298  8.948  -7.253
O  1.374  8.704  -8.442
N  2.160  8.434  -6.328
N  0.396  9.860  -6.752
H  2.736  7.668  -6.629
H  2.076  8.699  -5.367
H  0.012  10.450  -7.473
H  0.558  10.318  -5.872
C  -2.508  11.962  -7.805
O  -2.252  11.163  -8.713
N  -2.096  13.259  -7.848
N  -3.120  11.614  -6.652
H  -1.644  13.582  -8.685
H  -2.285  13.867  -7.075
H  -3.278  12.336  -5.974
H  -3.531  10.695  -6.498
C  -2.555  14.939  -11.294
O  -3.453  14.200  -11.696
N  -1.373  15.094  -11.941
N  -2.693  15.726  -10.208
H  -1.218  14.435  -12.689
H  -0.629  15.510  -11.404
H  -3.465  15.569  -9.585
H  -1.995  16.362  -9.861
C  -2.011  13.119  -15.058
O  -1.035  13.072  -14.310
N  -3.280  13.321  -14.642
N  -1.885  12.811  -16.364
H  -3.982  13.410  -15.350
H  -3.473  13.424  -13.654
H  -1.044  12.508  -16.838
H  -2.589  12.815  -17.085
C  -0.685  8.576  -16.018
O  -0.147  8.184  -17.030
N  -0.165  8.459  -14.717
N  -1.737  9.443  -16.009
H  0.759  8.070  -14.653
H  -0.245  9.362  -14.264
H  -2.257  9.676  -16.832
H  -2.216  9.562  -15.126

Force components x, y, z for each atom (eV/Å):
C 0.731 0.874 1.702
O -0.063 -0.431 -0.398
N -0.206 -0.524 -0.700
N 0.006 -0.089 -0.282
H 0.162 0.033 0.131
H -0.270 0.241 0.205
H -0.164 -0.109 -0.342
H 0.107 -0.200 -0.166
C 0.356 0.147 0.429
O -0.220 -0.018 -0.116
N 0.143 -0.058 -0.414
N 0.111 0.121 0.384
H 0.176 0.092 0.177
H -0.007 -0.108 0.244
H 0.018 -0.087 -0.037
H -0.610 -0.074 -0.432
C -0.033 -0.374 -0.241
O -0.270 0.125 -0.061
N -0.216 0.288 0.412
N 0.203 0.234 -0.049
H 0.000 -0.080 0.092
H -0.056 -0.086 0.061
H 0.036 -0.089 -0.038
H 0.000 -0.046 -0.083
C 0.426 -0.211 -1.478
O -0.476 0.125 0.544
N -0.365 0.444 1.065
N -0.477 0.583 0.955
H 0.194 -0.365 -0.421
H 0.341 -0.253 0.031
H 0.224 0.137 -0.143
H 0.134 -0.409 -0.651
C 1.555 0.231 -0.128
O -0.530 0.254 0.209
N -0.641 -0.210 0.340
N -0.091 0.172 -0.294
H 0.204 0.165 -0.157
H -0.006 0.074 -0.178
H -0.535 -0.489 0.146
H 0.093 -0.239 0.059
C -0.254 1.420 -0.546
O -0.233 -0.273 -0.016
N 0.575 -1.171 0.775
N -0.091 -0.257 0.004
H -0.104 0.240 0.078
H 0.009 -0.056 -0.656
H 0.166 -0.066 0.132
H -0.064 -0.012 0.106
C -0.311 -0.728 -0.888
O 0.021 0.124 0.249
N 0.537 -0.140 0.428
N 0.009 0.042 0.580
H -0.190 0.188 -0.246
H -0.429 0.116 0.254
H -0.122 0.007 -0.449
H 0.325 0.172 0.076
C 0.822 0.595 0.256
O -0.363 -0.307 -0.061
N -0.342 0.014 -0.403
N -0.349 0.167 -0.258
H 0.079 -0.008 0.155
H 0.112 -0.330 0.125
H -0.179 0.001 0.093
H 0.051 -0.113 0.053
C 0.237 -0.146 0.680
O -0.133 0.128 -0.042
N -0.027 -0.329 -0.238
N 0.060 0.164 0.103
H -0.013 0.248 0.053
H 0.083 0.285 -0.194
H -0.169 -0.143 0.105
H -0.109 -0.059 -0.396
C 0.192 0.065 -0.931
O -0.015 -0.301 0.136
N -0.488 0.086 0.191
N -0.427 0.535 1.507
H 0.409 0.100 -0.166
H 0.286 -0.106 -0.260
H -0.214 -0.101 -0.289
H 0.302 -0.167 -0.322
C -0.131 -1.230 -0.662
O 0.376 0.522 0.366
N 0.109 0.231 0.037
N 0.118 -0.174 -2.046
H -0.291 0.015 0.302
H -0.058 0.330 0.041
H 0.889 0.348 1.061
H -0.731 0.311 0.810
C 0.934 1.725 -0.101
O -0.014 -0.986 -0.153
N -0.637 -0.209 -0.170
N -0.625 -0.077 0.549
H 0.095 -0.001 -0.262
H 0.215 -0.225 0.480
H 0.270 -0.322 -0.293
H -0.151 0.064 -0.115